Density functional theory data (ωB97M-V with the def2-TZVPD basis set) for a cluster of 10 separate species, C10H24Cl12N4O8 in total in a non-equilibrium geometry.

```
58
Properties=species:S:1:pos:R:3:forces:R:3
C -3.7932 -1.0648 2.0322 -1.226 0.862 2.986
N -2.5511 -0.6585 2.7367 -0.619 -0.555 0.610
O -1.7149 -1.4841 3.0173 0.133 -0.590 0.016
O -2.4234 0.5190 2.9940 -0.340 0.757 0.190
H -3.8078 -2.1458 1.9644 -0.106 0.080 0.163
H -3.6993 -0.6009 1.0525 -1.508 0.727 1.563
H -4.5940 -0.6772 2.6531 -0.169 -0.014 0.114
C 1.1360 0.6804 -3.7585 -0.549 -0.417 -0.220
N 0.8450 -0.7676 -3.4908 -0.127 0.295 0.376
O 1.7151 -1.4755 -3.0298 0.146 0.017 -0.001
O -0.2907 -1.1259 -3.7254 0.169 -0.197 -0.193
H 1.9318 1.0566 -3.1292 0.059 -0.162 0.038
H 0.1741 1.1396 -3.5569 0.199 0.362 -0.016
H 1.3717 0.7368 -4.8187 0.101 0.094 0.028
C -0.3258 0.0120 1.1148 0.624 -0.610 -0.575
N -0.0712 0.4149 -0.2959 -0.079 0.021 0.321
O -0.8521 0.0798 -1.1582 -0.398 -0.109 -0.241
O 0.9277 1.0645 -0.5213 0.319 0.221 0.015
H -1.2243 0.4823 1.5004 0.581 0.522 -0.396
H 0.6040 0.2112 1.6325 -0.381 0.251 0.211
H -0.4760 -1.0635 1.1172 -0.047 0.100 -0.243
C -2.7417 -3.1400 -1.3326 -0.315 -1.126 -0.596
N -3.4400 -2.0115 -0.6995 0.927 -0.252 -0.975
O -2.8481 -1.4006 0.1711 2.373 -1.236 -4.279
O -4.5008 -1.7032 -1.1876 -0.295 0.375 0.418
H -1.8805 -3.4818 -0.7735 0.050 0.360 0.164
H -2.4965 -2.8199 -2.3458 0.273 0.278 0.179
H -3.4520 -3.9543 -1.4720 -0.089 0.071 0.241
Cl 2.1023 5.8797 -0.0106 -0.227 -0.236 -0.042
C 1.5787 4.3259 -0.7155 -0.103 0.241 0.438
Cl 2.9766 3.3532 -1.1555 0.025 -0.017 -0.330
H 1.0121 3.7651 0.0204 0.102 0.104 0.136
H 0.9297 4.5547 -1.5532 0.308 -0.103 -0.250
Cl -3.4122 -0.6079 -4.4004 0.139 -0.011 0.079
C -3.3261 0.9418 -3.5487 0.115 0.017 -0.035
Cl -4.9522 1.6059 -3.3470 0.142 0.163 0.123
H -2.8479 0.8171 -2.5818 -0.220 -0.237 0.044
H -2.7189 1.6269 -4.1318 -0.209 -0.007 -0.178
Cl 3.2645 -3.7350 -1.1668 -0.170 -0.233 0.406
C 1.7696 -3.9250 -0.1954 0.422 -0.378 -0.661
Cl 1.6547 -2.7528 1.1037 -0.074 0.141 -0.070
H 0.9807 -3.8436 -0.9355 -0.243 0.356 0.308
H 1.7541 -4.9136 0.2487 0.192 -0.005 -0.027
Cl 1.2851 4.0009 4.4501 0.111 -0.124 0.002
C -0.1432 3.0796 3.9768 -0.333 0.143 0.119
Cl -1.6209 3.9821 4.3680 -0.075 -0.017 -0.101
H -0.1194 2.9183 2.9060 0.039 -0.009 -0.004
H -0.2035 2.1437 4.5187 0.247 -0.014 -0.013
Cl 4.6737 0.3256 0.4284 0.029 0.098 -0.244
C 4.1526 -0.1672 -1.1946 -0.298 -0.032 0.031
Cl 5.2138 0.4088 -2.4929 0.053 -0.122 0.173
H 4.0928 -1.2480 -1.1823 0.201 0.042 -0.244
H 3.1727 0.2448 -1.4073 -0.004 0.076 0.305
Cl 2.8595 -0.7154 5.6411 0.179 0.323 -0.052
C 3.6119 0.1077 4.2554 -0.671 -0.449 -0.255
Cl 2.3676 0.7167 3.1238 0.342 0.027 0.335
H 4.2143 0.9504 4.5640 0.027 -0.057 0.173
H 4.1553 -0.6622 3.7235 0.247 0.196 -0.065
```
Positions in Å, forces in eV/Å.

The largest force on an atom is 5.047 eV Å⁻¹. The value obtained for the total energy is -6738.20696 Ha. As for the SMILES: C[N+](=O)[O-].C[N+](=O)[O-].C[N+](=O)[O-].C[N+](=O)[O-].ClCCl.ClCCl.ClCCl.ClCCl.ClCCl.ClCCl. Its frontier orbital gap is 10.09 eV. The net charge is 0. The energy above the lowest of the compared OMol25 structures with the same formula, charge and spin comes out at 2.198 eV. The spin multiplicity is 1.

=====

Density functional theory data (ωB97M-V with the def2-TZVPD basis set) for a structure of composition C33H33N6O3OsS3 in a non-equilibrium geometry.

```
79
Properties=species:S:1:pos:R:3:forces:R:3
Os 0.2120 -0.2394 0.1777 1.071 0.850 -0.636
N -1.7319 2.8325 0.5131 0.431 -0.306 -0.340
C -0.9308 4.0551 0.4726 -0.015 -0.066 -0.009
C 0.0571 4.0936 -0.6893 -0.227 -0.581 -0.010
C 1.1634 3.0279 -0.7292 -0.038 0.233 0.397
N 0.7943 1.6260 -1.0808 -1.090 0.143 0.386
H -2.3766 2.8010 -0.2684 -0.056 0.044 0.047
H -2.2741 2.8048 1.3611 -0.152 -0.081 0.145
H -0.3740 4.1226 1.4091 -0.009 -0.009 0.039
H -1.5764 4.9361 0.4108 0.163 0.203 0.004
H 0.5585 5.0611 -0.6378 0.052 0.005 -0.145
H -0.4952 4.0695 -1.6370 0.033 0.059 -0.010
H 1.6835 3.0045 0.2301 -0.002 -0.040 0.003
H 1.8822 3.3543 -1.4812 0.103 0.028 0.022
H 1.6181 1.1837 -1.4726 0.092 -0.082 -0.086
H 0.1220 1.6546 -1.8418 -0.048 0.066 -0.087
C -2.0512 -7.2543 0.9252 -0.032 -0.122 -0.097
C -2.5878 -6.2095 -0.0162 0.005 -0.004 -0.060
C -2.5924 -6.4793 -1.3928 -0.015 0.020 0.026
C -3.0246 -5.5402 -2.3404 0.026 -0.118 -0.074
C -3.4566 -4.3239 -1.9202 0.129 -0.016 -0.171
C -3.5032 -4.0243 -0.5268 -0.041 0.028 0.188
N -3.9294 -2.7784 -0.2547 0.186 -0.109 0.010
C -4.3441 -2.1823 0.9664 -0.018 0.138 0.275
C -5.5125 -2.6166 1.5735 -0.031 -0.181 -0.194
C -5.9388 -2.0243 2.7490 -0.045 0.069 0.154
C -5.1951 -1.0063 3.3311 0.007 -0.020 -0.065
C -4.0273 -0.5714 2.7223 -0.026 0.039 0.049
C -3.6057 -1.1348 1.5272 0.208 -0.154 -0.066
C -2.3309 -0.7009 0.8871 0.159 0.263 -0.239
O -2.1467 -0.8798 -0.3370 -0.118 0.000 -0.099
O -1.4248 -0.1674 1.6051 0.301 0.503 -0.499
C -3.0575 -4.9876 0.4500 -0.151 0.034 0.118
C -3.0305 -4.6873 1.9230 0.000 0.074 -0.130
H -1.6505 -8.1001 0.3692 -0.028 0.023 0.003
H -2.8295 -7.6301 1.5932 0.025 0.047 -0.020
H -1.2446 -6.8568 1.5371 0.088 0.026 0.029
H -2.2428 -7.4468 -1.7326 0.016 0.029 0.020
H -3.0158 -5.7821 -3.3947 0.031 -0.017 0.032
H -3.7936 -3.5789 -2.6322 0.015 0.004 0.085
H -3.7671 -2.1138 -1.0055 -0.086 0.061 0.020
H -6.0887 -3.4119 1.1133 0.037 0.038 0.023
H -6.8568 -2.3595 3.2146 0.032 -0.001 -0.022
H -5.5236 -0.5528 4.2564 0.000 -0.013 -0.011
H -3.4220 0.2054 3.1716 -0.006 -0.027 -0.026
H -4.0396 -4.5886 2.3229 0.040 0.009 0.044
H -2.4979 -3.7558 2.1222 -0.033 0.047 0.021
H -2.5282 -5.4765 2.4725 -0.003 0.046 -0.050
N 0.3107 -1.9774 1.0167 0.185 -1.547 0.405
C 0.6484 -3.0942 1.1778 0.246 -0.063 0.233
N 0.8956 -4.2760 1.4840 -0.311 -0.253 0.707
C 1.6623 -5.2588 1.0737 0.076 0.096 -0.052
N 2.2876 -6.1831 0.7563 -0.231 0.314 0.143
O 1.5675 -0.7513 -1.1009 -0.522 0.370 0.478
C 2.7410 -1.5387 -1.2844 0.386 -0.397 -0.231
C 3.6979 -0.7115 -2.1572 -0.258 0.080 0.244
C 3.3753 -0.0568 -3.3121 0.012 0.052 -0.100
C 4.4800 0.6359 -3.8844 -0.165 -0.004 -0.089
C 5.6158 0.4868 -3.1507 0.130 -0.084 0.136
S 5.3552 -0.4832 -1.7668 -0.065 -0.021 -0.035
C 3.4124 -1.8914 0.0303 -0.055 0.330 0.029
C 4.0627 -3.0356 0.3703 -0.044 -0.135 -0.011
C 4.6939 -2.9581 1.6478 -0.006 -0.124 -0.072
C 4.5158 -1.7529 2.2435 0.015 0.113 0.089
S 3.5980 -0.6874 1.2616 -0.107 -0.077 -0.075
C 2.3488 -2.7984 -2.0408 -0.256 0.116 0.065
C 2.8457 -3.2922 -3.2061 0.081 -0.152 -0.090
C 2.2078 -4.5016 -3.6176 0.164 0.050 -0.091
C 1.2303 -4.8905 -2.7619 -0.077 0.056 0.105
S 1.0744 -3.8027 -1.4464 0.019 -0.009 -1.004
H 2.3892 -0.0983 -3.7599 0.045 0.009 0.064
H 4.4285 1.2050 -4.8046 0.009 -0.050 0.097
H 6.6026 0.8866 -3.3431 -0.148 -0.032 -0.012
H 4.0908 -3.9145 -0.2618 -0.016 0.046 0.036
H 5.2471 -3.7761 2.0903 -0.048 0.077 -0.019
H 4.8817 -1.4209 3.2054 -0.066 -0.049 -0.098
H 3.6446 -2.8203 -3.7621 -0.022 -0.017 0.075
H 2.4864 -5.0518 -4.5072 -0.049 0.045 0.062
H 0.5938 -5.7626 -2.8235 0.100 0.076 0.018
```
Positions in Å, forces in eV/Å.

The expectation value of S² is 6.044. The largest force on an atom is 1.610 eV Å⁻¹. The value obtained for the total energy is -3116.48161 Ha. Its frontier orbital gap (alpha / beta) is 8.18 / 4.57 eV. The net charge is +1. The energy above the lowest of the compared OMol25 structures with the same formula, charge and spin comes out at 2.761 eV. The spin multiplicity is 5.

=====

Density functional theory data (ωB97M-V with the def2-TZVPD basis set) for a structure of composition C40H31MoN11O2S2 in a non-equilibrium geometry.

```
87
Properties=species:S:1:pos:R:3:forces:R:3
Mo 0.0205 -0.4373 0.2328 -0.035 -0.409 -0.632
C -2.6989 -0.3858 -3.3469 -0.273 0.158 -0.019
C -3.9607 -0.0646 -2.8466 0.208 -0.078 -0.107
C -4.0312 0.4191 -1.5714 0.102 0.153 0.253
C -2.8719 0.5524 -0.7808 0.305 -0.312 -0.871
N -1.6538 0.1345 -1.2341 -0.820 0.077 0.000
C -1.6116 -0.2691 -2.5230 0.177 0.012 -0.097
N -3.0688 1.1739 0.4068 -0.035 0.284 1.020
C -2.0923 1.5934 1.1293 -0.255 -0.199 -1.045
N -0.7313 1.4371 0.8653 -0.454 0.133 0.110
C -0.0659 2.3002 1.7249 0.895 0.163 -0.401
N 1.1683 2.6446 1.7367 -0.639 0.127 0.525
C 2.1322 2.1244 0.9335 0.650 -0.270 -0.581
C 3.3154 2.8866 0.8548 -0.288 -0.081 0.129
C 4.3899 2.4317 0.1395 0.048 -0.139 -0.081
C 4.2786 1.1966 -0.4931 0.001 0.137 0.048
C 3.1007 0.5006 -0.3807 0.220 -0.190 -0.066
N 2.0232 0.9343 0.2995 -0.513 0.415 0.397
C -1.0145 2.9105 2.6489 -0.741 -0.108 0.212
C -0.8174 3.7429 3.7369 0.202 -0.040 -0.165
C -1.9339 4.1108 4.4683 -0.102 0.000 -0.001
C -3.2085 3.6735 4.0978 0.046 0.092 0.137
C -3.4011 2.8485 3.0019 -0.091 -0.180 -0.255
C -2.2793 2.4562 2.2889 0.396 0.464 0.629
H -2.5611 -0.7289 -4.3621 0.063 -0.010 0.009
H -4.8476 -0.1725 -3.4566 -0.021 -0.009 0.027
H -4.9554 0.7412 -1.1156 -0.013 -0.020 -0.007
H -0.6431 -0.5008 -2.9218 -0.039 -0.093 0.109
H 3.3284 3.8131 1.4090 0.020 0.025 -0.031
H 5.3110 2.9970 0.0916 -0.027 0.043 -0.007
H 5.0923 0.7713 -1.0625 0.005 -0.055 0.055
H 3.0437 -0.4709 -0.8400 -0.107 -0.003 0.047
H 0.1802 4.0735 3.9943 -0.015 0.009 0.030
H -1.8239 4.7418 5.3405 0.002 0.020 -0.019
H -4.0603 3.9902 4.6859 -0.012 -0.028 -0.013
H -4.3875 2.5081 2.7154 0.009 -0.001 -0.009
C -2.5405 -5.1836 -1.6157 -0.113 0.292 0.269
S -3.5112 -3.7313 -1.1139 -0.096 -0.137 -0.218
C -2.2875 -2.7424 -0.3380 -0.057 0.112 0.316
S -0.6382 -2.7582 -0.8543 0.401 0.747 0.411
N -2.6924 -1.9950 0.6184 -0.614 -0.324 -0.125
N -1.7258 -1.2183 1.1814 0.445 0.291 -0.274
C -1.9747 -0.8601 2.4411 0.194 -0.083 0.433
C -0.8998 -0.3736 3.1887 -0.403 -0.265 -0.141
C -0.9752 -0.0782 4.5630 0.108 0.111 0.129
C 0.1600 0.2860 5.2356 -0.198 -0.029 -0.063
C 1.3734 0.3381 4.5339 0.096 -0.011 -0.023
C 1.3806 0.0459 3.1915 0.202 -0.051 0.057
N 0.2799 -0.2800 2.5024 0.021 0.272 -0.125
H -3.1313 -5.7088 -2.3613 0.014 0.001 -0.033
H -2.3754 -5.8224 -0.7518 0.076 -0.063 -0.059
H -1.5914 -4.8647 -2.0378 0.011 -0.098 -0.126
H -2.9353 -1.0992 2.8758 -0.015 0.010 -0.039
H -1.9390 -0.1535 5.0484 0.030 -0.010 0.047
H 0.1297 0.5094 6.2936 -0.026 0.019 -0.005
H 2.2991 0.6022 5.0235 0.031 -0.058 -0.040
H 2.3142 0.0568 2.6514 0.047 0.064 -0.084
N 1.4305 -1.7129 0.8152 1.039 -0.838 0.374
C 2.5196 -2.0602 1.0414 -0.201 -0.322 -0.322
C 3.8049 -2.4139 1.3257 0.180 0.148 0.212
C 4.4710 -1.6283 2.3020 0.073 0.169 0.156
N 4.9925 -0.9518 3.0780 -0.084 -0.026 -0.022
C 4.5406 -3.3889 0.6088 -0.058 -0.155 -0.218
N 5.1853 -4.1568 0.0423 -0.059 -0.008 0.031
C 1.4339 -0.3085 -8.0743 0.006 -0.040 0.083
C 1.4109 -0.5474 -6.5902 -0.034 0.023 -0.026
C 1.6546 0.4770 -5.6915 -0.024 0.001 -0.032
C 1.6724 0.2623 -4.3179 -0.069 -0.089 0.165
C 1.9750 1.4434 -3.4282 0.013 -0.001 -0.043
C 1.4539 -1.0372 -3.8291 -0.065 0.086 -0.170
C 1.1843 -2.0913 -4.7273 0.015 0.103 0.089
C 0.8485 -3.4913 -4.2835 0.041 0.076 0.081
C 1.1582 -1.8162 -6.0864 0.056 0.013 -0.012
C 1.5489 -1.3373 -2.3554 0.456 -0.292 -0.035
O 2.2425 -2.2420 -1.9387 -0.293 0.257 0.009
O 0.8781 -0.4973 -1.5721 -0.014 -0.028 0.110
H 1.4351 0.7561 -8.3025 -0.006 -0.003 -0.033
H 0.5713 -0.7714 -8.5545 0.005 0.024 -0.038
H 2.3315 -0.7532 -8.5085 -0.011 0.028 -0.049
H 1.8355 1.4791 -6.0654 0.015 0.002 0.012
H 1.6586 2.3669 -3.9123 0.055 0.002 -0.041
H 3.0495 1.5130 -3.2415 -0.007 0.023 0.003
H 1.4746 1.3716 -2.4689 0.002 0.077 -0.018
H -0.2095 -3.5435 -4.0157 -0.030 -0.054 0.036
H 1.4289 -3.7899 -3.4177 0.019 -0.055 0.040
H 1.0318 -4.1977 -5.0923 -0.037 0.023 -0.003
H 0.9474 -2.6238 -6.7794 -0.008 -0.021 0.024
```
Positions in Å, forces in eV/Å.

The expectation value of S² is 2.031. The largest force on an atom is 1.386 eV Å⁻¹. The value obtained for the total energy is -3160.28463 Ha. Its frontier orbital gap (alpha / beta) is 4.83 / 6.18 eV. The net charge is 0. The energy above the lowest of the compared OMol25 structures with the same formula, charge and spin comes out at 1.560 eV. The spin multiplicity is 3.